1.
{"formula": "C23H20ClKN8O8S4", "method": "ωB97M-V with the def2-TZVPD basis set", "gap_ev": 6.548, "total_charge": -2, "e_homo_ev": -2.65, "elements": ["K", "N", "C", "N", "C", "C", "S", "C", "C", "S", "C", "N", "N", "H", "H", "H", "H", "H", "H", "O", "S", "O", "O", "O", "O", "C", "O", "C", "C", "Cl", "N", "N", "C", "C", "O", "O", "C", "C", "C", "C", "C", "C", "H", "H", "H", "H", "H", "H", "C", "C", "C", "C", "N", "C", "S", "N", "C", "H", "H", "H", "H", "H", "H", "H", "H"], "coordinates": [[0.517, 1.099, -2.002], [-1.317, 4.459, -2.480], [-1.700, 3.499, -3.387], [-1.024, 2.425, -3.661], [-1.695, 1.636, -4.577], [-2.809, 2.183, -5.120], [-3.117, 3.719, -4.399], [-1.243, 0.250, -4.790], [-2.033, -0.758, -5.232], [-1.186, -2.262, -5.148], [0.208, -1.407, -4.492], [0.025, -0.127, -4.391], [1.372, -2.067, -4.245], [-0.958, 3.968, -1.646], [-2.087, 5.057, -2.224], [-3.472, 1.766, -5.862], [-3.066, -0.728, -5.542], [1.268, -3.011, -3.911], [2.087, -1.534, -3.721], [-2.569, 1.606, 0.764], [-2.010, 1.579, -0.606], [-2.994, 2.079, -1.564], [-0.759, 2.420, -0.609], [-1.587, 0.186, -0.963], [6.562, 1.556, 0.726], [5.736, 0.850, -0.103], [6.177, 0.432, -1.133], [4.338, 0.675, 0.335], [3.780, 0.795, 1.591], [4.508, 1.287, 3.074], [2.473, 0.478, 1.511], [2.138, 0.193, 0.226], [3.245, 0.270, -0.481], [3.132, 0.200, -2.014], [2.801, 1.308, -2.488], [3.312, -0.896, -2.577], [1.483, 0.465, 2.539], [1.742, -0.170, 3.746], [0.780, -0.147, 4.743], [-0.442, 0.478, 4.522], [-0.704, 1.069, 3.293], [0.261, 1.068, 2.295], [6.087, 1.834, 1.517], [2.674, -0.697, 3.902], [0.984, -0.634, 5.688], [-1.193, 0.489, 5.303], [-1.659, 1.526, 3.063], [0.052, 1.538, 1.336], [-3.607, -1.022, 1.442], [-2.360, -1.777, 1.752], [-2.148, -2.430, 2.934], [-0.902, -3.065, 3.106], [-0.021, -3.190, 2.141], [-0.294, -2.641, 0.911], [0.621, -2.967, -0.437], [-1.403, -1.825, 0.808], [-0.544, -3.658, 4.440], [-4.292, -1.054, 2.288], [-4.092, -1.437, 0.555], [-3.357, 0.016, 1.198], [-2.891, -2.407, 3.718], [-1.455, -1.147, 0.018], [-1.311, -4.366, 4.765], [-0.481, -2.867, 5.188], [0.415, -4.165, 4.365]], "forces_ev_per_a": [[0.26, -0.90, -0.57], [0.05, -0.26, -0.03], [0.16, 0.09, -0.79], [-0.53, 0.25, -0.20], [0.10, 0.13, 0.07], [-0.08, 0.01, -0.12], [0.10, -0.03, 0.15], [0.07, -0.12, 0.10], [-0.14, -0.11, -0.17], [0.15, 0.08, 0.05], [-0.18, -0.08, -0.29], [0.00, -0.01, -0.07], [0.01, 0.22, 0.05], [0.00, -0.05, 0.01], [-0.06, -0.01, 0.06], [0.07, 0.01, 0.08], [0.06, 0.06, 0.15], [-0.04, -0.03, 0.05], [-0.06, -0.01, -0.04], [0.18, 0.01, 0.08], [-0.41, 0.49, 0.86], [0.00, -0.01, -0.03], [-1.08, 0.69, 0.66], [-0.42, -0.05, 0.10], [0.03, -0.05, 0.00], [-0.06, 0.13, -0.04], [-0.01, -0.03, -0.06], [0.25, -0.18, -0.03], [-0.18, -0.15, 0.04], [-0.03, 0.02, -0.03], [0.16, 0.10, 0.01], [0.06, -0.16, 0.20], [-0.04, 0.26, -0.12], [0.54, 0.09, -0.12], [1.38, -0.36, -0.18], [-0.12, 0.26, 0.25], [0.00, -0.02, -0.05], [0.04, -0.08, 0.02], [-0.08, 0.06, 0.02], [0.04, -0.01, -0.03], [-0.01, -0.04, -0.04], [-0.04, 0.13, -0.14], [-0.07, 0.02, 0.05], [0.00, 0.01, -0.04], [0.00, -0.02, 0.02], [-0.01, -0.02, -0.01], [0.00, -0.02, 0.00], [-0.01, -0.04, 0.04], [0.05, -0.17, -0.04], [-0.26, 0.12, -0.17], [0.13, -0.21, 0.20], [-0.02, -0.01, -0.22], [-0.04, 0.10, 0.00], [-0.11, -0.16, 0.07], [0.10, 0.04, 0.05], [0.16, -0.13, 0.39], [0.00, -0.03, -0.04], [-0.01, -0.06, 0.02], [0.04, -0.05, 0.06], [0.00, 0.11, 0.02], [0.00, 0.00, 0.00], [-0.15, 0.13, -0.33], [0.03, 0.03, -0.01], [0.01, 0.03, 0.05], [-0.01, 0.01, 0.01]], "mulliken_charge": [1.169, -0.639, 0.482, -0.203, -0.212, -0.413, -0.336, 0.288, -0.399, -0.323, 0.529, -0.438, -0.435, 0.352, 0.279, 0.395, 0.409, 0.253, 0.368, -0.832, 1.541, -0.736, -1.092, -1.077, -0.488, 0.350, -0.536, 0.104, 0.256, -0.322, 0.456, -0.195, 0.750, 0.250, -0.822, -0.969, -0.146, 0.025, -0.892, -0.589, -0.482, -0.393, 0.269, 0.492, 0.387, 0.380, 0.477, 0.534, -1.404, 1.352, -1.047, 1.177, -0.511, -0.425, -0.327, 0.341, -1.346, 0.372, 0.337, 0.219, 0.326, 0.150, 0.372, 0.249, 0.339]}

2.
{"formula": "C23H20ClN6O9PRhS2", "method": "ωB97M-V with the def2-TZVPD basis set", "de_lowest_kcal_mol": 16.16, "gap_ev": [7.071, 6.795], "total_charge": -1, "e_homo_ev": [-5.50, -5.53], "elements": ["Rh", "O", "C", "O", "C", "C", "Cl", "N", "N", "C", "C", "O", "O", "C", "C", "C", "C", "C", "C", "H", "H", "H", "H", "H", "H", "S", "C", "S", "C", "C", "N", "C", "N", "C", "O", "P", "O", "C", "O", "C", "H", "H", "H", "H", "H", "H", "H", "H", "H", "C", "N", "C", "C", "C", "O", "N", "C", "O", "H", "H", "H", "H", "H"], "coordinates": [[0.409, -1.100, -0.429], [-2.331, -3.700, 4.343], [-2.092, -2.438, 4.616], [-2.446, -1.925, 5.652], [-1.356, -1.626, 3.588], [-1.109, -0.279, 3.725], [-1.468, 0.772, 5.011], [-0.401, 0.145, 2.655], [-0.184, -0.878, 1.808], [-0.738, -1.950, 2.344], [-0.689, -3.218, 1.519], [-1.287, -4.226, 1.936], [-0.033, -3.163, 0.439], [0.072, 1.467, 2.346], [1.391, 1.614, 1.945], [1.862, 2.873, 1.610], [1.023, 3.977, 1.703], [-0.295, 3.815, 2.111], [-0.783, 2.553, 2.424], [-1.970, -3.973, 3.435], [2.039, 0.747, 1.904], [2.885, 2.987, 1.268], [1.399, 4.961, 1.446], [-0.957, 4.670, 2.177], [-1.820, 2.413, 2.706], [2.610, -1.598, 0.740], [3.381, -0.626, -0.428], [2.307, -0.256, -1.696], [4.676, -0.171, -0.349], [5.481, -0.443, 0.810], [6.133, -0.650, 1.741], [5.258, 0.604, -1.409], [5.733, 1.223, -2.262], [-0.574, -0.170, -3.862], [-0.069, -1.518, -3.715], [-0.205, -2.267, -2.321], [0.638, -3.581, -2.573], [2.025, -3.706, -2.153], [-1.689, -2.796, -2.409], [-2.329, -3.485, -1.294], [-0.747, -0.017, -4.922], [0.158, 0.552, -3.501], [-1.515, -0.033, -3.322], [2.651, -2.982, -2.666], [2.328, -4.713, -2.422], [2.115, -3.574, -1.079], [-2.577, -2.770, -0.511], [-1.684, -4.260, -0.888], [-3.235, -3.925, -1.698], [-1.009, 4.401, -2.207], [-1.322, 3.089, -1.651], [-2.585, 2.818, -1.221], [-2.934, 1.622, -0.732], [-1.908, 0.599, -0.662], [-2.151, -0.552, -0.287], [-0.624, 0.902, -1.033], [-0.281, 2.120, -1.562], [0.825, 2.424, -1.985], [-1.779, 4.698, -2.918], [-0.053, 4.331, -2.709], [-0.937, 5.155, -1.421], [-3.292, 3.635, -1.302], [-3.940, 1.402, -0.400]], "forces_ev_per_a": [[1.93, 0.19, -1.39], [0.18, -0.47, -0.63], [0.16, 0.48, -0.06], [-0.03, -0.18, -0.08], [0.01, -0.42, -0.10], [0.20, 0.19, 0.12], [0.02, 0.05, -0.01], [-0.10, 0.26, -0.25], [-0.08, 0.29, 0.13], [-0.20, 0.06, -0.09], [-0.06, -0.42, 0.06], [-0.04, 0.33, 0.36], [-0.33, 0.27, 0.26], [0.08, -0.25, -0.01], [0.08, -0.07, 0.06], [-0.03, 0.07, -0.06], [0.02, -0.04, -0.05], [0.00, -0.02, -0.02], [-0.17, 0.04, -0.09], [-0.05, 0.17, 0.22], [-0.04, 0.02, -0.05], [-0.09, -0.02, 0.05], [-0.05, -0.05, 0.01], [0.03, -0.03, -0.02], [0.10, 0.02, -0.02], [-0.66, -0.24, -0.08], [0.33, -0.05, -0.02], [-1.07, -0.17, 0.34], [0.62, 0.21, 0.07], [-0.05, -0.01, -0.19], [-0.21, 0.06, -0.27], [-0.06, -0.04, 0.16], [-0.14, -0.18, 0.22], [-0.02, -0.07, -0.03], [-0.13, 0.33, 0.08], [0.68, 0.61, 0.71], [0.34, 0.11, 0.28], [-0.20, -0.11, -0.11], [-0.11, -0.03, 0.50], [-0.02, 0.02, -0.05], [0.04, -0.09, -0.08], [0.04, -0.11, -0.02], [0.08, -0.13, -0.08], [-0.06, 0.06, -0.07], [-0.09, -0.05, -0.05], [-0.12, 0.04, 0.05], [0.05, 0.03, -0.15], [0.04, 0.03, -0.11], [-0.02, 0.04, -0.12], [-0.06, -0.14, 0.15], [0.13, -0.07, 0.02], [0.03, 0.15, -0.03], [-0.03, -0.02, 0.08], [0.18, 0.09, -0.06], [-0.57, -0.17, 0.21], [-0.45, -0.34, 0.20], [0.09, 0.01, 0.06], [-0.34, -0.20, 0.17], [-0.03, -0.02, -0.01], [0.09, -0.02, -0.05], [0.00, -0.01, 0.04], [0.02, 0.02, -0.05], [0.13, 0.00, -0.04]], "nbo_charge": [0.574, -0.682, 0.789, -0.604, -0.277, 0.179, 0.094, -0.203, -0.273, 0.079, 0.783, -0.698, -0.744, 0.194, -0.232, -0.177, -0.207, -0.218, -0.226, 0.519, 0.252, 0.229, 0.213, 0.211, 0.228, -0.028, -0.266, 0.126, -0.474, 0.309, -0.366, 0.307, -0.364, -0.256, -0.820, 2.120, -0.823, -0.258, -0.825, -0.258, 0.190, 0.213, 0.188, 0.197, 0.190, 0.221, 0.220, 0.213, 0.183, -0.410, -0.445, 0.087, -0.394, 0.604, -0.700, -0.683, 0.776, -0.653, 0.191, 0.256, 0.192, 0.200, 0.231]}

3.
{"formula": "C23H20ClNO2PRh", "method": "ωB97M-V with the def2-TZVPD basis set", "s2": 6.0141, "gap_ev": [5.155, 4.011], "e_homo_ev": [-6.68, -7.80], "spin_multiplicity": 5, "elements": ["C", "C", "C", "H", "C", "C", "H", "H", "H", "H", "Rh", "Cl", "P", "C", "C", "H", "C", "H", "C", "H", "C", "H", "C", "H", "C", "C", "H", "C", "H", "C", "H", "C", "H", "C", "H", "C", "C", "H", "C", "H", "C", "H", "C", "H", "C", "H", "O", "N", "O"], "coordinates": [[1.917, -0.690, 0.867], [1.974, 0.612, 0.278], [1.074, 1.461, 0.993], [2.641, 0.903, -0.532], [0.495, 0.714, 2.049], [1.011, -0.616, 1.986], [0.722, -1.446, 2.613], [2.487, -1.540, 0.513], [0.972, 2.540, 0.804], [-0.218, 1.092, 2.767], [0.122, -0.165, 0.257], [-2.189, 0.661, 0.046], [-0.707, 2.826, -2.464], [-0.809, 4.569, -1.906], [-0.113, 5.627, -2.503], [0.544, 5.441, -3.344], [-0.262, 6.923, -2.019], [0.280, 7.737, -2.496], [-1.100, 7.177, -0.933], [-1.213, 8.196, -0.561], [-1.790, 6.125, -0.328], [-2.448, 6.327, 0.517], [-1.635, 4.824, -0.795], [-2.148, 3.995, -0.319], [0.672, 2.921, -3.668], [1.976, 2.801, -3.148], [2.115, 2.662, -2.081], [3.073, 2.873, -3.997], [4.082, 2.791, -3.591], [2.891, 3.047, -5.371], [3.753, 3.102, -6.036], [1.600, 3.152, -5.891], [1.448, 3.288, -6.959], [0.495, 3.085, -5.046], [-0.502, 3.161, -5.464], [-2.155, 2.727, -3.583], [-2.911, 3.832, -3.994], [-2.657, 4.826, -3.645], [-3.992, 3.657, -4.853], [-4.567, 4.524, -5.170], [-4.336, 2.382, -5.305], [-5.185, 2.254, -5.978], [-3.594, 1.276, -4.890], [-3.859, 0.279, -5.243], [-2.521, 1.440, -4.020], [-1.960, 0.583, -3.666], [-0.130, -4.138, -0.067], [0.055, -2.952, -0.015], [-0.647, -2.100, -0.671]], "forces_ev_per_a": [[2.63, -0.29, 1.79], [2.07, 0.79, 0.05], [1.69, 2.86, 1.12], [-0.40, -0.01, 0.15], [1.45, 1.19, 2.67], [1.48, -0.77, 2.27], [0.13, 0.11, 0.16], [-0.13, -0.04, 0.30], [-0.19, -0.77, 0.10], [-0.03, -0.13, -0.12], [-8.76, -1.24, -8.13], [0.40, -0.35, 0.26], [0.09, -0.04, 0.00], [-0.01, 0.22, 0.26], [-0.28, -0.06, 0.27], [-0.05, -0.01, 0.00], [-0.09, 0.04, 0.18], [-0.10, -0.11, 0.11], [0.04, -0.09, -0.14], [0.01, -0.26, -0.08], [0.02, 0.08, 0.03], [0.17, -0.07, -0.17], [0.35, 0.24, -0.45], [-0.04, 0.01, 0.02], [0.27, -0.01, -0.09], [-0.42, 0.12, -0.60], [-0.01, 0.01, -0.01], [0.14, 0.02, -0.06], [-0.24, 0.01, -0.10], [-0.18, 0.04, -0.01], [-0.21, -0.02, 0.19], [0.22, -0.06, 0.09], [0.07, -0.03, 0.17], [0.34, -0.02, 0.23], [0.03, 0.02, 0.06], [-0.28, -0.26, -0.06], [0.07, -0.40, -0.07], [0.02, -0.04, -0.02], [-0.08, -0.17, -0.05], [0.07, -0.17, 0.05], [0.12, 0.12, 0.05], [0.22, 0.02, 0.17], [-0.04, 0.00, -0.03], [0.04, 0.23, 0.11], [-0.11, 0.67, -0.04], [-0.01, -0.03, -0.02], [1.24, 2.24, 0.87], [-4.09, -0.90, -3.34], [2.34, -2.65, 1.88]], "mulliken_spin": [0.140, 0.133, 0.021, 0.033, 0.242, 0.070, 0.019, 0.026, 0.024, 0.012, 2.071, 0.241, -0.007, -0.005, 0.001, 0.001, 0.000, 0.000, 0.000, 0.000, 0.001, 0.000, 0.001, 0.002, -0.016, -0.003, 0.007, 0.004, 0.000, 0.000, 0.000, 0.000, 0.000, 0.000, 0.000, -0.002, 0.000, 0.000, 0.000, 0.000, 0.001, 0.000, -0.001, 0.000, 0.002, 0.004, 0.371, 0.325, 0.282]}

4.
{"formula": "C23H20ClNO3PZr", "method": "ωB97M-V with the def2-TZVPD basis set", "de_lowest_kcal_mol": 130.43, "gap_ev": [5.918, 5.916], "total_charge": 1, "e_homo_ev": [-11.15, -11.15], "elements": ["C", "C", "C", "H", "C", "C", "H", "H", "H", "H", "Zr", "Cl", "P", "C", "C", "H", "C", "H", "C", "H", "C", "H", "C", "H", "C", "C", "H", "C", "H", "C", "H", "C", "H", "C", "H", "C", "C", "H", "C", "H", "C", "H", "C", "H", "C", "H", "O", "N", "O", "O"], "coordinates": [[-1.203, -1.402, 3.447], [-1.021, -1.978, 2.178], [0.429, -2.193, 1.941], [-1.804, -2.243, 1.537], [1.186, -1.717, 3.036], [0.160, -1.324, 4.006], [0.464, -0.780, 5.070], [-2.059, -0.954, 3.889], [0.858, -2.653, 1.101], [2.192, -1.606, 3.196], [0.001, 0.072, 2.023], [1.957, 1.370, 2.174], [0.023, 0.307, -0.331], [1.255, -0.744, -1.110], [0.952, -1.451, -2.278], [-0.050, -1.427, -2.684], [1.939, -2.189, -2.921], [1.692, -2.738, -3.825], [3.235, -2.222, -2.417], [4.002, -2.799, -2.923], [3.542, -1.508, -1.262], [4.553, -1.519, -0.868], [2.560, -0.775, -0.611], [2.805, -0.210, 0.285], [-1.582, -0.172, -0.979], [-2.041, -1.489, -0.892], [-1.405, -2.262, -0.470], [-3.303, -1.824, -1.360], [-3.644, -2.853, -1.299], [-4.128, -0.846, -1.909], [-5.116, -1.106, -2.273], [-3.678, 0.469, -1.986], [-4.317, 1.238, -2.407], [-2.416, 0.809, -1.525], [-2.070, 1.834, -1.582], [0.346, 1.959, -0.935], [0.856, 2.080, -2.226], [1.103, 1.195, -2.799], [1.060, 3.336, -2.783], [1.459, 3.416, -3.788], [0.762, 4.482, -2.052], [0.925, 5.462, -2.488], [0.258, 4.364, -0.760], [0.028, 5.254, -0.183], [0.050, 3.112, -0.200], [-0.342, 3.026, 0.811], [-1.206, -0.167, 5.980], [-0.037, 0.108, 5.576], [0.792, 0.986, 5.972], [-0.019, 0.272, 3.905]], "forces_ev_per_a": [[2.02, -3.46, -1.21], [1.18, -1.27, 1.16], [-0.81, -0.64, 0.85], [-0.78, -0.42, -0.97], [-4.37, -0.65, -0.27], [-1.47, 1.94, -4.45], [0.68, -1.33, 3.06], [-0.46, 0.13, 0.43], [0.21, -0.75, -1.07], [2.25, 0.11, 0.07], [1.43, 1.39, 3.26], [0.58, 0.10, -0.57], [0.10, 0.72, -4.86], [0.35, -0.44, -0.49], [0.09, -0.10, 0.10], [0.01, -0.01, -0.04], [0.00, -0.02, -0.01], [0.03, 0.08, 0.10], [-0.11, 0.09, 0.07], [-0.09, 0.08, 0.07], [0.04, -0.06, -0.04], [-0.11, 0.01, -0.03], [-0.03, 0.08, 0.21], [0.08, -0.09, -0.20], [-0.59, 0.09, -0.30], [-0.01, -0.08, -0.02], [-0.04, 0.06, -0.22], [-0.03, -0.04, -0.02], [0.04, 0.12, -0.01], [0.15, 0.11, 0.05], [0.11, 0.03, 0.04], [-0.25, -0.08, -0.06], [0.06, -0.08, 0.03], [0.07, -0.08, 0.12], [-0.08, -0.04, -0.09], [0.07, 0.58, -0.44], [0.05, 0.29, -0.11], [-0.01, 0.04, -0.02], [0.04, 0.05, -0.01], [-0.05, 0.01, 0.12], [-0.03, -0.23, 0.04], [-0.02, -0.10, 0.07], [-0.06, 0.15, 0.11], [0.03, -0.11, -0.07], [0.01, -0.36, -0.17], [0.03, 0.14, -0.03], [2.74, 1.45, -1.18], [0.74, 2.60, 8.46], [-2.91, -2.03, -0.52], [-0.86, 2.03, -0.93]], "nbo_charge": [-0.242, -0.424, -0.332, 0.267, -0.323, 0.047, 0.265, 0.294, 0.266, 0.279, 1.933, -0.361, 0.765, -0.347, -0.223, 0.231, -0.142, 0.226, -0.189, 0.235, -0.185, 0.234, -0.208, 0.240, -0.407, -0.207, 0.216, -0.191, 0.234, -0.168, 0.237, -0.210, 0.236, -0.124, 0.226, -0.383, -0.119, 0.218, -0.211, 0.233, -0.164, 0.236, -0.198, 0.236, -0.173, 0.202, -0.418, 0.491, -0.382, -0.718]}

no.,electronic energy (hartree)
1,-4581.5916
2,-3602.8635
3,-2005.4813
4,-2016.9383